Entry 1:
79
Properties=species:S:1:pos:R:3:mulliken_charge:R:1 method="wB97M-V/def2-TZVPD" total_charge=-1 e_tot_ha=-6419.33229 e_above_lowest_kj_mol=141.80 homo_energy_ev=-3.6 orbital_gap_ev=5.8 spin_multiplicity=1
Y -0.198 0.079 0.308 0.490
C 0.814 -2.743 2.596 -0.779
N 0.523 -2.625 1.183 0.010
C -0.483 -3.561 0.712 -1.385
C -1.836 -2.923 0.749 0.552
N -2.091 -1.638 0.792 0.212
C -3.490 -1.543 0.730 0.092
C -4.330 -0.436 0.722 -0.063
C -5.693 -0.658 0.653 -1.030
C -6.232 -1.950 0.588 -0.298
C -5.409 -3.063 0.589 -1.144
C -4.044 -2.826 0.657 0.498
N -2.960 -3.681 0.678 -0.062
C 1.571 -1.535 3.034 -0.030
N 1.334 -0.348 2.573 0.585
C 2.182 0.498 3.272 -0.516
C 2.326 1.878 3.213 0.508
C 3.278 2.466 4.022 -0.887
C 4.075 1.706 4.889 -0.476
C 3.932 0.330 4.977 -1.166
C 2.971 -0.248 4.158 0.372
N 2.545 -1.554 3.990 -0.094
H 1.369 -3.658 2.851 0.424
H -0.133 -2.769 3.145 0.324
H 1.376 -2.746 0.634 0.307
H -0.498 -4.498 1.285 0.379
H -0.227 -3.826 -0.321 0.327
H -3.925 0.565 0.754 0.322
H -6.364 0.191 0.643 0.431
H -7.305 -2.078 0.531 0.373
H -5.810 -4.067 0.528 0.369
H -2.975 -4.681 0.580 0.227
H 1.694 2.459 2.558 0.363
H 3.417 3.539 3.984 0.371
H 4.812 2.205 5.505 0.379
H 4.539 -0.261 5.650 0.385
H 2.925 -2.377 4.422 0.231
S 1.905 -3.533 -2.112 -0.586
As 0.862 -1.708 -1.724 0.190
S 2.239 -0.237 -0.706 -0.357
S -1.098 0.547 -2.239 -0.253
S 0.157 -0.533 -3.501 -0.298
O -0.683 1.431 2.367 -0.723
S -1.842 2.204 1.880 1.977
O -2.999 2.198 2.730 -0.813
O -2.077 1.769 0.486 -0.463
C -1.338 3.910 1.763 -0.256
C -2.068 4.830 2.509 -0.494
C -1.796 6.182 2.394 -0.676
C -0.814 6.613 1.514 -0.845
C -0.094 5.693 0.771 -0.635
C -0.321 4.321 0.895 -0.095
P 0.644 3.123 -0.139 1.779
C 2.383 3.627 0.151 0.773
C 2.815 4.561 1.088 -0.705
C 4.172 4.799 1.273 -0.590
C 5.113 4.104 0.531 -0.548
C 4.692 3.157 -0.395 -0.963
C 3.340 2.915 -0.578 -1.154
C 0.258 3.884 -1.769 0.592
C 1.162 4.575 -2.560 -0.254
C 0.756 5.135 -3.766 -0.700
C -0.561 5.012 -4.183 -0.504
C -1.471 4.318 -3.394 -0.839
C -1.061 3.752 -2.199 -0.717
H -2.852 4.467 3.156 0.598
H -2.366 6.897 2.974 0.387
H -0.613 7.671 1.395 0.413
H 0.652 6.040 0.066 0.621
H 2.100 5.100 1.695 0.404
H 4.491 5.526 2.010 0.406
H 6.169 4.287 0.683 0.371
H 5.415 2.587 -0.964 0.432
H 3.022 2.143 -1.270 0.826
H 2.193 4.679 -2.248 0.365
H 1.474 5.668 -4.377 0.403
H -0.877 5.446 -5.124 0.359
H -2.496 4.196 -3.720 0.425
H -1.763 3.188 -1.597 0.548



Entry 2:
21
Properties=species:S:1:pos:R:3:nbo_charge:R:1 method="wB97M-V/def2-TZVPD" total_charge=+1 e_tot_ha=-324.82465 e_above_lowest_kj_mol=105.53 homo_energy_ev=-14.6 orbital_gap_ev=11.1 spin_multiplicity=1
C 1.211 -0.018 -1.452 -0.456
C 1.019 0.438 0.924 0.686
N 0.797 0.827 -0.328 -0.526
N 0.847 -0.861 1.199 -0.775
N 1.263 1.332 1.888 -0.771
H 0.899 1.804 -0.557 0.421
H 0.026 -1.341 0.872 0.433
H 1.271 -1.226 2.037 0.428
H 0.737 1.472 2.737 0.442
H 1.703 2.177 1.563 0.409
H 1.200 0.424 -2.447 0.250
H 0.564 -0.863 -1.670 0.233
H 2.193 -0.426 -1.249 0.220
C -2.013 -1.032 -1.649 -0.610
C -2.557 -0.451 -0.334 -0.631
H -2.707 -1.246 -2.458 0.233
H -1.379 -0.337 -2.144 0.189
H -1.377 -1.886 -1.417 0.190
H -3.521 -0.927 -0.104 0.231
H -2.843 0.594 -0.389 0.229
H -1.960 -0.899 0.458 0.177



Entry 3:
10
Properties=species:S:1:pos:R:3:nbo_charge:R:1 method="wB97M-V/def2-TZVPD" total_charge=0 e_tot_ha=-301.28103 e_above_lowest_kj_mol=541.39 homo_energy_ev="-9.2 / -9.2" orbital_gap_ev="7.4 / 7.4" spin_multiplicity=1
N -0.968 -0.672 -0.257 -0.809
C -1.395 0.296 0.551 0.487
O -0.612 0.982 1.243 -0.629
C 1.425 0.010 0.258 0.019
C 0.747 0.029 -0.954 0.252
N 1.380 0.162 -1.960 -0.282
H -1.740 -1.186 -0.674 0.374
H -2.489 0.507 0.587 0.125
H 1.709 -1.000 0.557 0.226
H 1.943 0.872 0.652 0.237



Entry 4:
77
Properties=species:S:1:pos:R:3:mulliken_spin:R:1 method="wB97M-V/def2-TZVPD" total_charge=0 e_tot_ha=-2644.82454 e_above_lowest_kj_mol=187.37 homo_energy_ev="-7.2 / -7.2" orbital_gap_ev="6.5 / 5.3" s2=0.77 spin_multiplicity=2
Ir 1.074 -0.227 -0.025 0.085
S 2.628 -0.487 4.164 0.010
C 0.888 -0.307 4.312 -0.009
C 0.279 -0.148 3.097 0.015
C 1.155 -0.181 2.017 -0.040
C 2.518 -0.340 2.425 -0.004
C 3.631 -0.335 1.578 0.032
C 4.974 -0.325 2.028 0.000
C 5.999 -0.196 1.138 0.009
C 5.700 -0.090 -0.244 0.000
C 4.381 -0.133 -0.631 0.017
N 3.369 -0.266 0.213 -0.025
H 0.445 -0.356 5.284 0.000
H -0.782 -0.007 3.008 -0.003
H 5.158 -0.388 3.090 0.001
H 7.026 -0.158 1.474 0.000
H 6.486 0.034 -0.972 0.000
H 4.110 -0.043 -1.676 -0.005
C 2.015 -1.126 -3.456 -0.001
Si 0.688 -0.170 -2.410 0.019
C -1.005 -0.795 -3.124 -0.003
C 0.766 1.693 -2.891 0.026
C 0.727 2.070 -4.228 0.005
C 0.749 3.404 -4.589 -0.002
C 0.812 4.379 -3.609 0.004
C 0.854 4.009 -2.274 -0.005
C 0.835 2.672 -1.897 -0.007
Si 0.885 2.186 -0.020 0.221
C 2.451 3.008 0.759 0.045
C -0.626 3.100 0.747 0.008
H 1.640 -1.310 -4.459 0.000
H 2.264 -2.085 -3.015 0.001
H 2.933 -0.554 -3.551 0.000
H -0.948 -0.825 -4.208 0.000
H -1.821 -0.133 -2.859 0.001
H -1.250 -1.794 -2.784 0.000
H 0.678 1.312 -4.998 0.000
H 0.720 3.685 -5.633 0.000
H 0.827 5.424 -3.883 0.000
H 0.901 4.775 -1.515 0.002
H 2.438 4.086 0.619 0.006
H 3.363 2.624 0.313 -0.002
H 2.494 2.808 1.826 -0.005
H -0.379 4.146 0.910 0.003
H -0.921 2.675 1.700 0.000
H -1.485 3.061 0.084 -0.002
F -2.024 -4.311 4.567 0.008
C -1.388 -3.812 3.482 0.101
C -2.139 -3.429 2.383 -0.038
C -1.488 -2.962 1.262 0.070
C -0.087 -2.866 1.217 -0.040
C 0.593 -2.419 0.021 0.397
C 0.633 -3.242 2.366 0.088
C -0.006 -3.720 3.488 -0.037
H -3.214 -3.521 2.418 -0.002
H -2.059 -2.668 0.394 0.015
H 0.020 -2.639 -0.878 -0.010
H 1.607 -2.814 -0.048 0.036
H 1.710 -3.159 2.364 -0.001
H 0.547 -4.029 4.362 -0.001
O -2.608 0.881 1.993 0.000
C -2.705 0.559 0.844 -0.003
O -1.741 -0.045 0.157 0.022
C -3.983 0.810 0.017 0.000
N -3.931 -0.039 -1.175 0.000
C -4.796 -1.207 -0.931 -0.001
C -5.215 -1.127 0.542 0.001
C -5.212 0.373 0.816 0.000
H -4.004 1.874 -0.232 0.000
H -2.119 -0.277 -0.725 0.001
H -4.237 0.457 -2.002 0.000
H -4.239 -2.122 -1.149 0.000
H -5.681 -1.182 -1.574 0.000
H -4.472 -1.612 1.175 0.000
H -6.184 -1.587 0.724 0.000
H -5.106 0.621 1.868 0.000
H -6.114 0.842 0.423 0.000



Entry 5:
89
Properties=species:S:1:pos:R:3:mulliken_charge:R:1 method="wB97M-V/def2-TZVPD" total_charge=-2 e_tot_ha=-3317.41641 e_above_lowest_kj_mol=502.33 homo_energy_ev=-3.0 orbital_gap_ev=3.6 spin_multiplicity=1
Sr -0.037 2.730 -0.972 1.700
O 4.979 2.239 4.648 -0.746
C 4.032 3.035 4.468 0.472
O 3.574 3.892 5.251 -0.737
C 3.412 3.017 3.054 0.240
C 3.895 2.170 2.062 -0.865
C 3.232 2.091 0.849 -0.526
N 2.129 2.789 0.570 -0.030
C 1.704 3.673 1.492 0.755
C 2.309 3.800 2.734 -0.603
C 0.443 4.501 1.168 0.096
O -0.342 4.728 2.088 -0.730
O 0.285 4.811 -0.065 -0.869
H 4.765 1.564 2.273 0.491
H 3.567 1.407 0.074 0.602
H 1.901 4.473 3.474 0.530
F -1.874 -0.884 4.479 -0.379
C -2.094 -1.281 3.194 0.357
C -1.660 -0.477 2.183 -0.906
C -1.852 -0.884 0.867 0.361
C -1.166 -0.097 -0.182 1.880
O -0.378 0.764 0.206 -1.194
C -1.466 -0.470 -1.547 -0.348
C -2.256 -1.555 -1.725 -0.167
N -2.760 -2.374 -0.749 0.315
C -3.504 -3.552 -1.103 -0.257
C -2.882 -4.897 -0.842 -0.408
C -3.017 -4.382 -2.247 -0.999
C -2.564 -2.047 0.577 -0.099
C -3.000 -2.856 1.639 -0.986
C -2.708 -2.513 2.949 -0.567
N -2.950 -3.490 3.967 0.165
C -2.136 -4.683 3.826 -0.714
C -0.780 -4.520 4.494 -0.677
N -1.033 -4.290 5.966 -0.132
C -1.882 -3.058 6.198 -0.649
C -3.155 -3.143 5.356 -0.902
C -0.927 0.201 -2.840 -0.264
O -1.358 -0.245 -3.899 -0.836
O -0.059 1.095 -2.643 -0.010
H -1.121 0.441 2.380 0.785
H -2.488 -1.831 -2.746 0.833
H -4.577 -3.465 -0.973 0.378
H -3.528 -5.700 -0.514 0.280
H -1.884 -4.889 -0.424 0.225
H -3.768 -4.818 -2.889 0.255
H -2.114 -4.064 -2.745 0.369
H -3.526 -3.780 1.445 0.847
H -1.978 -4.902 2.773 0.340
H -2.661 -5.545 4.259 0.372
H -0.249 -3.640 4.131 0.387
H -0.140 -5.398 4.415 0.406
H -0.152 -4.199 6.471 0.351
H -1.507 -5.113 6.343 0.366
H -1.249 -2.224 5.911 0.488
H -2.088 -3.020 7.267 0.346
H -3.674 -2.192 5.439 0.468
H -3.813 -3.908 5.789 0.406
O -4.778 5.166 -4.601 -0.541
C -3.600 5.640 -4.901 0.504
O -3.464 6.482 -5.768 -0.654
C -2.380 5.129 -4.172 -0.156
C -1.145 5.617 -4.540 -0.464
N -0.230 5.009 -3.784 -0.475
N -0.757 4.145 -2.922 0.537
C -2.074 4.185 -3.116 -0.045
C -2.983 3.310 -2.228 0.633
O -4.199 3.311 -2.486 -0.963
O -2.448 2.668 -1.303 -0.610
H -4.703 4.439 -3.861 0.467
H -0.889 6.347 -5.287 0.510
H 0.764 5.155 -3.763 0.053
N 2.559 2.177 -3.471 -0.284
C 3.608 1.250 -3.294 0.508
C 3.324 0.006 -2.722 0.010
C 4.308 -0.958 -2.602 -0.782
C 5.606 -0.720 -3.043 -0.173
C 5.895 0.530 -3.564 -0.475
C 4.915 1.510 -3.685 -0.586
S 6.818 -2.041 -3.045 1.270
O 8.101 -1.364 -3.198 -0.733
O 6.456 -2.877 -4.184 -0.699
O 6.632 -2.708 -1.761 -0.720
H 2.690 2.750 -4.290 0.224
H 1.648 1.729 -3.462 0.056
H 2.308 -0.203 -2.402 0.213
H 4.068 -1.923 -2.173 0.344
H 6.909 0.728 -3.888 0.435
H 5.168 2.477 -4.107 0.324



Entry 6:
24
Properties=species:S:1:pos:R:3:nbo_charge:R:1 method="wB97M-V/def2-TZVPD" total_charge=0 e_tot_ha=-401.67546 e_above_lowest_kj_mol=556.14 homo_energy_ev=-9.2 orbital_gap_ev=10.3 spin_multiplicity=1
C 1.259 -1.119 -1.622 -0.060
C 0.789 -1.659 -0.263 -0.225
C 2.654 -0.499 -1.508 -0.624
N 0.226 -0.203 -2.120 -0.860
N -0.586 -2.175 -0.271 -0.865
H 1.297 -1.958 -2.328 0.178
H 0.446 0.133 -3.050 0.362
H 0.133 0.605 -1.509 0.373
H -0.604 -3.182 -0.369 0.364
H -1.072 -1.767 -1.067 0.386
H 1.472 -2.437 0.084 0.195
H 0.857 -0.839 0.461 0.179
H 3.388 -1.229 -1.155 0.208
H 2.642 0.340 -0.806 0.207
H 2.992 -0.124 -2.476 0.209
C -1.466 3.225 2.031 -0.100
C -1.470 0.454 1.029 0.007
C -2.101 2.841 3.007 -0.382
N -1.019 1.459 0.616 -0.408
H -0.957 3.795 1.295 0.244
H -2.341 0.582 2.374 -0.015
H -1.503 -0.627 0.907 0.276
H -2.445 1.350 2.801 0.096
H -2.591 3.032 3.937 0.256



Entry 7:
57
Properties=species:S:1:pos:R:3:mulliken_charge:R:1 method="wB97M-V/def2-TZVPD" total_charge=+3 e_tot_ha=-3618.43559 e_above_lowest_kj_mol=0.00 homo_energy_ev=-16.8 orbital_gap_ev=6.4 spin_multiplicity=1
Ti 0.206 0.589 1.119 0.366
N 1.294 0.643 4.336 -0.524
N 2.278 1.637 4.253 -0.177
C 2.685 2.109 3.080 0.615
N 3.710 2.931 3.020 -0.301
N 1.955 1.699 1.985 -0.528
N 2.419 1.903 0.754 1.672
O 3.395 2.466 0.399 -0.584
O 1.589 1.355 -0.081 -0.685
H 0.569 0.961 4.972 0.313
H 1.714 -0.198 4.725 0.301
H 2.748 1.944 5.097 0.189
H 4.239 3.165 3.849 0.224
H 4.031 3.306 2.140 0.187
N 0.378 -3.957 1.444 -0.300
C 0.683 -2.817 0.863 0.811
S 0.991 -1.446 1.934 -0.506
N 0.824 -2.726 -0.441 0.150
C 0.655 -3.859 -1.332 -0.606
C -0.627 -4.323 -1.596 0.403
C -0.779 -5.412 -2.442 -0.748
C 0.337 -6.010 -3.012 -0.527
C 1.611 -5.530 -2.740 -0.681
C 1.781 -4.447 -1.888 -0.205
H 0.251 -4.017 2.442 0.229
H 0.299 -4.805 0.893 0.254
H 1.173 -1.858 -0.819 0.248
H -1.490 -3.844 -1.149 0.341
H -1.769 -5.789 -2.659 0.433
H 0.212 -6.856 -3.674 0.439
H 2.477 -6.000 -3.187 0.429
H 2.770 -4.069 -1.663 0.466
C -0.229 5.090 -0.485 -1.365
C -1.580 4.448 -0.342 0.610
C -2.197 3.962 -1.622 -1.409
O -1.337 3.220 0.577 -0.235
P -2.352 2.742 1.654 0.624
S -4.088 3.363 1.847 -0.070
S -1.402 1.401 2.769 -0.345
O -0.826 0.182 -0.164 0.483
C -1.729 0.162 -1.334 1.340
C -0.949 -0.295 -2.544 -1.404
C -2.914 -0.705 -0.979 -1.163
H -0.343 5.997 -1.081 0.433
H 0.464 4.431 -1.011 0.302
H 0.183 5.380 0.481 0.373
H -2.268 5.070 0.229 0.381
H -1.508 3.319 -2.171 0.338
H -2.401 4.832 -2.248 0.483
H -3.147 3.453 -1.457 0.339
H -2.026 1.205 -1.444 -0.462
H -0.694 -1.354 -2.476 0.265
H -0.043 0.295 -2.685 0.392
H -1.572 -0.169 -3.430 0.457
H -2.604 -1.738 -0.817 0.140
H -3.622 -0.691 -1.807 0.447
H -3.426 -0.349 -0.085 0.349



Entry 8:
68
Properties=species:S:1:pos:R:3:mulliken_spin:R:1 method="wB97M-V/def2-TZVPD" total_charge=+4 e_tot_ha=-4424.31452 e_above_lowest_kj_mol=25.90 homo_energy_ev="-19.1 / -20.5" orbital_gap_ev="8.4 / 5.1" s2=8.78 spin_multiplicity=6
Ir -0.152 -0.508 0.776 1.798
P 0.161 1.448 2.043 0.023
P -2.336 0.221 0.503 0.211
P 2.080 -0.478 0.247 0.211
H -1.445 -1.631 -2.241 0.090
C -0.552 -2.072 -1.810 0.681
C -0.307 -2.063 -0.403 0.292
H -1.275 -2.136 0.243 0.172
C 0.323 3.023 1.103 0.034
C -1.107 1.942 3.300 0.050
C 1.609 1.620 3.186 0.024
C -3.217 -0.692 -0.816 0.046
C -3.399 -0.181 1.956 0.045
C -2.758 1.945 0.048 0.009
C 2.657 -1.545 -1.111 0.041
C 3.083 -1.058 1.669 0.042
C 2.818 1.113 -0.257 0.027
H -0.091 -2.940 -2.302 -0.050
H 0.418 -2.871 -0.198 0.037
H 0.402 3.862 1.808 0.001
H -0.535 3.202 0.449 -0.010
H 1.215 3.021 0.472 -0.006
H -0.747 2.833 3.841 0.011
H -1.249 1.139 4.044 -0.001
H -2.082 2.189 2.864 -0.003
H 1.479 2.528 3.798 0.002
H 2.565 1.718 2.657 -0.001
H 1.680 0.769 3.879 -0.001
H -4.297 -0.571 -0.668 0.006
H -2.978 -1.760 -0.788 0.003
H -2.925 -0.281 -1.791 0.007
H -4.457 -0.008 1.701 0.008
H -3.140 0.434 2.827 -0.001
H -3.280 -1.237 2.235 0.000
H -3.822 1.983 -0.224 0.005
H -2.163 2.251 -0.824 -0.007
H -2.590 2.645 0.873 0.001
H 3.727 -1.356 -1.273 0.004
H 2.118 -1.329 -2.042 -0.008
H 2.516 -2.596 -0.862 -0.003
H 4.122 -1.235 1.356 0.009
H 2.665 -1.997 2.048 0.000
H 3.083 -0.330 2.488 0.001
H 3.813 0.927 -0.680 0.004
H 2.927 1.796 0.592 -0.003
H 2.192 1.577 -1.029 -0.010
C 0.223 1.621 -4.227 0.301
C 0.084 0.239 -4.000 -0.014
C 0.423 -0.678 -4.994 0.171
C 0.923 -0.228 -6.218 0.217
C 1.055 1.138 -6.452 0.085
C 0.704 2.062 -5.475 0.044
Se -0.262 2.884 -2.897 0.114
H 1.140 3.127 -2.501 0.028
H -0.263 -0.121 -3.027 0.077
H 0.304 -1.740 -4.805 0.023
H 1.225 -0.941 -6.974 -0.002
H 1.444 1.497 -7.402 0.007
H 0.805 3.134 -5.648 -0.001
N -0.341 -2.765 4.401 0.018
C -0.730 -3.780 3.525 0.017
C -0.801 -3.214 2.286 0.017
N -0.402 -1.880 2.393 0.082
C -0.167 -1.623 3.684 0.035
H -0.194 -2.870 5.396 0.002
H -0.920 -4.816 3.792 0.001
H -1.101 -3.676 1.341 -0.010
H 0.104 -0.683 4.117 0.000



Number 1: F_max 0.30 eV/A. Number 2: F_max 2.43 eV/A. Number 3: F_max 1.35 eV/A. Number 4: F_max 3.48 eV/A. Number 5: F_max 2.46 eV/A. Number 6: F_max 1.31 eV/A. Number 7: F_max 0.77 eV/A. Number 8: F_max 3.88 eV/A.